C3H3LiO4Zn | wB97M-V/def2-TZVPD

XYZ file:
```
12
Properties=species:S:1:pos:R:3:forces:R:3:lowdin_charge:R:1
H -1.750 -1.607 1.010 1.8 -0.1 -1.0 0.197
C -2.748 -0.546 -0.200 0.5 1.4 -2.9 -0.165
C -1.374 -1.064 0.055 -1.9 -1.0 1.9 -0.124
O -0.551 0.028 0.340 -0.1 0.8 -0.1 -0.061
C 0.756 -0.144 0.686 -0.6 -0.2 -0.3 -0.777
O 1.207 -1.282 0.904 -1.0 -0.4 -0.2 -0.044
O 1.424 0.910 0.739 -0.9 0.8 -0.2 -0.073
O -2.977 0.659 -0.258 -0.1 -0.8 0.7 -0.005
Zn 2.913 -0.300 1.243 2.6 -0.2 0.7 0.873
H -3.456 -1.293 -0.607 -0.2 0.2 0.8 0.163
H -0.998 -1.694 -0.764 -0.2 -0.1 0.6 0.172
Li -1.439 1.831 0.045 0.0 -0.2 0.1 0.844
```
Positions in Å, forces in eV/Å.

Computed properties:
**HOMO-LUMO gap (spin up / spin down)**: 0.269 / 0.402 hartree
**Multiplicity**: 2
**Charge**: +1
**Electronic energy**: -2203.72053 Eh
**⟨S²⟩**: 0.7511
**Energy relative to the best compared isomer or geometry (same formula, charge and spin)**: 0.0 kcal per mole